Entry from the OMol25 dataset: one molecule with the formula C32H34N2OS at a distorted geometry (wB97M-V/def2-TZVPD).

```
70
C32H34N2OS | the OMol25 dataset | wB97M-V/def2-TZVPD
C -2.81173 0.22064 -3.50523
H -5.45677 0.88100 -2.79376
O -4.86975 -1.06564 -3.31530
H 4.12707 -6.07577 -2.36900
H -2.20079 -0.40034 3.73466
H -6.20773 -0.46299 1.44131
H 0.23436 -1.88249 -0.88845
S 0.98652 -0.90186 -2.92658
H 0.28123 2.33465 1.87115
C 2.05399 -2.88552 -1.50961
H 2.81840 -0.20972 -0.79846
C -1.43231 0.22331 -3.38464
C -0.74073 -0.98207 -3.14874
H 3.06472 6.21856 2.30241
H -5.29504 0.58376 -4.56028
C 1.36832 2.28872 1.86615
C -0.56841 -0.14344 2.35400
C 3.44566 -2.81568 -1.59630
H -5.64376 -1.36049 3.24357
C 3.43521 1.13691 1.34372
C -2.89170 -0.42971 1.67260
C 3.49569 3.35574 2.35582
H -3.37039 -3.15232 -3.23036
C 2.07431 3.36360 2.36702
H -0.85952 0.05977 -1.01751
H -0.86445 1.14592 -3.41117
C 5.64068 4.55037 2.63763
C -2.80523 -2.22443 -3.29127
C 2.02528 1.17720 1.29790
H 6.12583 4.14129 3.54123
H 1.53061 4.23556 2.72697
H -5.11394 0.46016 0.37219
H -0.85464 -3.12330 -3.04955
H -3.98198 -1.37923 3.90142
C -3.51431 -1.00089 -3.41804
N 4.19436 4.46877 2.71693
H -4.89765 0.14820 3.83782
C 3.52251 5.67784 3.14848
C -0.15906 -0.05992 1.00492
C 3.54570 -5.18310 -2.12880
H 3.96021 0.27272 0.94426
C -5.59802 0.14568 -3.60039
H -3.22311 -0.40117 -0.47567
C -1.43171 -2.20717 -3.15371
C 2.14559 -5.24689 -2.06648
H 4.26099 6.32564 3.63358
C 1.21938 -1.61327 -1.28069
C -5.23289 -0.47145 0.94309
H 0.31789 -4.15565 -1.65536
C -4.70201 -0.80232 3.31529
N -4.21287 -0.59001 1.96703
H 0.17023 -0.05067 3.15217
H 3.93962 -1.85914 -1.42726
H 6.01675 3.99662 1.76942
C 1.40735 -4.10439 -1.73925
C 4.19046 -3.96640 -1.89102
C -1.90084 -0.34054 2.68869
C 1.25243 0.14644 0.58675
H -5.18763 -1.31078 0.23216
C -2.48218 -0.32553 0.32112
C -1.15019 -0.10991 0.01709
H 5.91545 5.60820 2.52999
H -6.63129 -0.18846 -3.63661
H 1.62840 -6.18409 -2.27070
C 1.83475 -0.52728 -0.45022
H 5.24671 2.12467 1.93070
H 5.27716 -3.89221 -1.94194
H 2.72383 5.44206 3.86292
C 4.15948 2.18428 1.89345
H -3.34455 1.16799 -3.59326
```

Properties
Structure (SMILES) = COc1ccc(S[C@H](C=C(c2ccc(N(C)C)cc2)c2ccc(N(C)C)cc2)c2ccccc2)cc1
HOMO-LUMO gap = 7.4 eV


Entry from the OMol25 dataset: C32H34N3O3PtS as an isolated structure at a distorted geometry (wB97M-V/def2-TZVPD).

```
74
C32H34N3O3PtS | the OMol25 dataset | wB97M-V/def2-TZVPD
H -0.85320 -1.66716 6.03009
C -2.19570 0.75814 -2.88901
H -0.43240 -1.32896 1.11529
H 4.64480 3.13814 -2.84701
H -3.20190 4.42694 5.00529
H -4.44680 -3.64966 -0.85391
H -0.79920 -3.32846 -0.25661
H 3.67670 -0.26416 1.81999
H 0.13510 1.45274 2.91979
C 2.81350 0.74674 -1.32351
N 0.48910 2.22904 -0.33011
C 3.49920 0.68744 -0.09141
H 3.14700 1.47044 -4.45141
H 3.01990 -1.29026 0.53999
S -2.47120 0.58874 2.02299
H -1.40450 0.49364 -3.59181
C 2.50350 1.78594 -3.63231
C 5.00230 2.38964 -0.88101
C 1.54260 -1.01556 -2.41241
C -2.83140 -0.47106 -2.31951
H -2.36850 -0.19006 4.74859
C -1.76890 -3.70556 -0.57241
H 1.05340 -2.84896 2.39769
H -4.80530 0.09954 -2.85761
H -1.09140 -2.82016 -3.60451
C -4.78210 -1.79946 -1.85701
C 0.31910 -2.25156 2.91249
H -3.94120 2.57534 3.53339
H -0.79580 4.77844 5.42579
H -1.61150 -4.48796 -1.31541
H -2.93850 1.35964 -3.40511
C -2.89130 2.75124 3.71259
C -0.76070 -1.59826 4.95799
H -1.76140 1.37324 -2.08941
H 1.58110 1.21644 -3.65951
O 0.51560 2.85754 -1.35081
C 3.22580 1.63704 -2.33091
C -0.51020 -1.40066 2.19999
H 0.85940 -2.99056 4.84029
C 4.59320 1.50864 0.11049
H 5.84630 3.03904 -0.71101
C -1.60450 -0.76416 4.24889
C 3.02700 -0.28156 0.95069
C 0.28380 -1.62686 -2.50191
Pt -0.00820 0.41734 -0.49791
H 3.62670 -1.02846 -2.85321
H 2.26070 2.83384 -3.78771
C 2.69920 -1.41266 -3.27221
O 0.70020 2.58384 0.80099
C -1.93970 1.93344 3.12529
H 5.14060 1.46364 1.04019
N -0.65800 -1.22166 -1.63571
C -4.19970 -0.65906 -2.38501
C -2.02700 -1.46026 -1.71021
C -3.98790 -2.76196 -1.25681
C -1.12250 3.97574 4.78209
H 0.86620 3.29204 4.39259
C -0.18310 3.14144 4.19799
H 0.35970 -2.33376 -4.49971
H 2.76870 -2.49496 -3.35851
C 4.32730 2.44404 -2.08411
N 1.67830 -0.05586 -1.48051
C 0.20330 -2.33726 4.28869
H -5.85210 -1.92816 -1.91711
H -2.27370 -4.15206 0.28089
C -0.01880 -2.66226 -3.53501
C -2.61140 -2.61806 -1.16671
H 0.46550 -3.61126 -3.30781
C -2.47360 3.77884 4.54439
H 2.00950 -0.02776 1.27499
H 2.57980 -1.00166 -4.27381
C -1.44490 -0.64456 2.87699
C -0.58970 2.11314 3.36969
O -1.80650 0.85164 0.69089
```

Properties
HOMO-LUMO gap = 6.4 eV
ΔE to the lowest compared entry with this formula, charge and spin = 39.6 kcal per mole
Charge = +1


Entry from the OMol25 dataset: C32H35AsN3O6RuS2 as an isolated structure at a distorted geometry (wB97M-V/def2-TZVPD).

```
80
C32H35AsN3O6RuS2 | the OMol25 dataset | wB97M-V/def2-TZVPD
H -1.62168 -4.67775 -2.20283
C -0.86236 0.76732 -4.35066
N 0.87888 3.31134 0.99388
C -3.82228 -4.29373 2.26282
C -4.65504 -2.36908 -2.82827
C 2.24611 1.15440 3.54187
C -2.46506 -4.02381 -2.38485
H -0.41534 4.36585 -0.25689
H 1.61156 0.96263 4.41701
H 2.21520 -4.52691 -3.24314
C 0.17168 0.72414 -5.46456
H 2.17192 0.31108 2.85614
S -0.19249 -1.58450 2.59911
H -4.69693 -4.92647 2.19221
C 2.97201 0.48738 -0.49296
C 2.09634 4.01168 0.61382
C 4.20028 0.98415 -1.12218
H 0.00948 1.52618 -6.18513
C -0.15416 3.33125 -0.02843
C -1.59105 -2.62443 2.41750
H -3.43582 -5.40052 -3.70338
O 1.92657 1.13555 -0.18382
H 1.58461 1.84151 -4.28840
H -3.67256 -0.98834 -1.50819
H 1.65299 4.44796 3.15174
H 0.11862 -0.22651 -6.00145
H -5.51092 -1.72612 -2.98835
C 3.04689 -0.90510 -0.26776
C 0.73314 -4.26300 0.30876
H -3.62556 -4.10013 0.14335
C 1.49987 -0.21294 -3.66124
H -0.91865 1.75657 -3.89489
C 1.81782 -5.08911 0.06559
C 1.51372 0.85266 -4.74694
C 1.78846 -4.46391 -2.24990
C -3.29622 -3.94521 3.49928
H 3.15819 3.77905 3.80917
H -1.03324 2.80213 0.32204
H 0.21005 2.83783 -0.93119
O -0.26467 0.55031 -1.77693
As -1.24419 -2.23494 -0.39454
H 2.94244 3.64962 1.18731
C 0.69492 -3.64882 -2.01223
Ru 0.23175 -0.29080 0.50205
H 3.27883 1.23002 3.88297
O 4.48087 2.13484 -1.39676
H -0.06223 0.90747 2.83734
C -3.22493 -3.81850 1.10802
C -3.49081 -4.43154 -3.22483
H 0.34934 -4.17245 1.31587
H 1.61733 3.47600 4.63277
S -0.21471 -0.30437 -3.01027
C -2.53300 -2.78610 -1.76022
C 0.89176 2.33891 1.92390
H 0.23477 -3.10750 -2.82986
H 2.26398 -5.63979 0.88293
C 2.09453 3.59085 3.65279
H 2.30830 3.82247 -0.43907
O 4.61472 -2.61219 -0.95953
C 5.03477 -0.24972 -1.39386
C -3.62677 -1.95625 -1.99627
H 1.73986 -1.20252 -4.05333
H -1.85640 0.42728 -4.63608
C -4.59023 -3.61192 -3.44217
C 4.27131 -1.45116 -0.86786
C -2.10599 -2.99356 1.17238
C 0.16425 -3.53613 -0.72787
H 3.22069 -5.80201 -1.39021
H -5.39734 -3.94275 -4.08242
C 2.35277 -5.18396 -1.20849
N -0.03478 1.39798 1.95231
H 1.98385 5.08796 0.76729
O 2.09971 -1.50520 0.34417
H 2.14800 0.00092 -2.81046
H 2.36508 0.73228 -5.41593
H -1.77370 -2.83581 4.53611
O 6.10367 -0.27955 -1.94619
H -3.76281 -4.30573 4.40704
N 1.90420 2.38853 2.85589
C -2.18752 -3.12279 3.57778
```

Properties
2S+1 = 2
HOMO-LUMO gap (alpha / beta) = 5.3 / 6.1 eV
ΔE to the lowest compared entry with this formula, charge and spin = 74.2 kcal per mole